{"formula": "H18O9", "method": "ωB97M-V/def2-TZVPD", "species": ["O", "H", "H", "O", "H", "H", "O", "H", "H", "O", "H", "H", "O", "H", "H", "O", "H", "H", "O", "H", "H", "O", "H", "H", "O", "H", "H"], "positions_angstrom": [[-1.29481, -2.43431, -1.35474], [-0.63575, -3.04037, -1.36993], [-1.10410, -1.87523, -2.06898], [-0.18646, -0.25242, 0.39422], [-0.04178, -1.13520, 0.13947], [0.30534, -0.00198, 1.15099], [1.78224, -2.18559, 0.20578], [1.72951, -2.88284, -0.49515], [2.40721, -2.58483, 0.82970], [-3.22599, -0.47211, -1.12475], [-3.35542, -0.25780, -2.05278], [-2.65824, -1.22693, -1.10644], [3.11494, 0.25789, -0.23418], [2.82578, 0.11737, -1.14313], [2.72747, -0.58844, 0.08066], [-0.11074, 1.28885, -1.95954], [-0.59738, 0.93547, -1.23966], [-0.66293, 1.94222, -2.27973], [-2.53303, 1.83866, 0.20404], [-1.80549, 1.78070, 0.84337], [-2.60389, 0.94739, -0.18087], [-0.47534, 2.36588, 1.81289], [-0.22693, 2.99193, 2.49740], [0.25237, 1.70841, 1.78764], [1.74965, 0.96140, 2.15497], [2.41920, 0.98086, 1.48318], [2.20458, 0.82101, 3.02556]], "e_lumo_ev": -0.5, "smiles": "O.O.O.O.O.O.O.O.O", "gap_ev": 8.67, "e_above_lowest_kcal_mol": 61.4}

{"formula": "C5H10", "method": "ωB97M-V/def2-TZVPD", "species": ["C", "C", "C", "C", "C", "H", "H", "H", "H", "H", "H", "H", "H", "H", "H"], "positions_angstrom": [[0.53933, 0.30459, 1.11370], [1.44274, -0.42828, 0.35536], [-0.26967, -1.14182, -1.09416], [-1.34319, -0.33332, -0.80288], [-0.36961, 1.23482, 0.45485], [0.18339, -0.09572, 2.06212], [0.71153, 1.55332, 1.27960], [1.90688, 0.02218, -0.51619], [2.01044, -1.22351, 0.83333], [0.31701, -0.95235, -1.99001], [-0.16642, -2.13292, -0.66967], [-2.05979, -0.64658, -0.04631], [-1.69630, 0.41599, -1.50441], [-1.17838, 1.70112, 1.00879], [-0.01914, 1.74670, -0.43581]], "e_lumo_ev": 1.2, "gap_ev": 8.92, "e_above_lowest_kcal_mol": 117.4}

{"formula": "C3H4BiO3", "method": "ωB97M-V/def2-TZVPD", "species": ["C", "O", "C", "C", "O", "O", "H", "H", "H", "Bi", "H"], "positions_angstrom": [[-1.22572, -0.36815, -0.36174], [0.90606, 0.44206, 0.31630], [1.02276, -0.53264, -0.56102], [-0.64333, 0.64072, 0.61825], [-0.11567, -0.99280, -0.99872], [2.14199, -0.99489, -0.76285], [-1.87097, -1.13498, 0.07359], [-0.73056, 0.30758, 1.65746], [-1.59546, 0.59257, -0.95501], [3.15013, 0.38130, 0.40864], [-1.03923, 1.65924, 0.56509]], "e_lumo_ev": -18.9, "gap_ev": 5.96, "total_charge": 3, "e_above_lowest_kcal_mol": 36.6}

{"formula": "C29H96N18O29", "method": "ωB97M-V/def2-TZVPD", "species": ["C", "O", "N", "N", "H", "H", "H", "H", "C", "O", "N", "N", "H", "H", "H", "H", "C", "O", "N", "N", "H", "H", "H", "H", "C", "O", "N", "N", "H", "H", "H", "H", "C", "O", "N", "N", "H", "H", "H", "H", "C", "O", "N", "N", "H", "H", "H", "H", "C", "O", "N", "N", "H", "H", "H", "H", "C", "O", "N", "N", "H", "H", "H", "H", "C", "O", "N", "N", "H", "H", "H", "H", "C", "C", "O", "O", "H", "H", "H", "H", "H", "H", "C", "C", "O", "O", "H", "H", "H", "H", "H", "H", "C", "C", "O", "O", "H", "H", "H", "H", "H", "H", "C", "C", "O", "O", "H", "H", "H", "H", "H", "H", "C", "C", "O", "O", "H", "H", "H", "H", "H", "H", "C", "C", "O", "O", "H", "H", "H", "H", "H", "H", "C", "C", "O", "O", "H", "H", "H", "H", "H", "H", "C", "C", "O", "O", "H", "H", "H", "H", "H", "H", "C", "C", "O", "O", "H", "H", "H", "H", "H", "H", "C", "C", "O", "O", "H", "H", "H", "H", "H", "H"], "positions_angstrom": [[-3.18707, 5.50167, 23.46483], [-2.72318, 5.49396, 22.31785], [-3.74999, 4.34731, 23.88342], [-3.16611, 6.62408, 24.14893], [-4.25361, 4.06638, 24.70070], [-3.21016, 3.56861, 23.50035], [-2.70086, 7.47121, 23.83258], [-3.46064, 6.50762, 25.12385], [1.27848, 7.41269, 21.79715], [2.45910, 7.19107, 21.57545], [0.69092, 6.76592, 22.80894], [0.60267, 8.29285, 21.06235], [-0.23478, 6.32380, 22.79290], [1.53440, 6.22021, 23.06929], [1.08388, 8.66263, 20.26423], [-0.29550, 8.63329, 21.35361], [-5.91257, 1.17920, 25.19006], [-6.63284, 1.60999, 26.04520], [-5.72651, 1.81815, 23.96071], [-4.96930, 0.16531, 25.45143], [-5.37523, 1.26886, 23.16310], [-6.39795, 2.55722, 23.80897], [-4.97315, -0.29610, 26.36350], [-4.00321, 0.18841, 25.11769], [-2.46411, -1.90289, 27.72862], [-3.48471, -1.27312, 27.97470], [-1.22944, -1.47338, 27.86331], [-2.61557, -3.28550, 27.46716], [-1.16343, -0.51337, 27.66005], [-0.34582, -1.92661, 27.60835], [-2.13202, -3.60881, 26.65747], [-3.59766, -3.42551, 27.34722], [5.82961, 1.20736, 27.42761], [6.29152, 0.85153, 26.36167], [5.93929, 0.44769, 28.48661], [5.29230, 2.38784, 27.61672], [5.52700, 0.75904, 29.34325], [5.85871, -0.53618, 28.22289], [4.75864, 2.55536, 28.44888], [5.20178, 2.99368, 26.83058], [1.60595, -2.51481, 22.28144], [0.77706, -2.48558, 23.16324], [2.50924, -3.44404, 22.36881], [1.56268, -1.56575, 21.39619], [2.69233, -3.78658, 23.29672], [3.32767, -3.19149, 21.87055], [2.27164, -1.38096, 20.69796], [0.75800, -0.94519, 21.51556], [-2.91512, -0.97785, 22.76957], [-3.82776, -0.22262, 22.48386], [-1.68424, -0.83441, 22.27887], [-3.11195, -1.98698, 23.57549], [-1.62043, -0.61890, 21.28213], [-1.04746, -1.62184, 22.49049], [-2.40005, -2.59621, 23.94644], [-4.02957, -2.00462, 23.98994], [-1.88792, 1.53250, 25.82423], [-1.83682, 0.43916, 25.30522], [-2.52702, 1.73780, 27.01080], [-1.47713, 2.61704, 25.23266], [-3.18395, 0.98745, 27.03729], [-2.86989, 2.66367, 27.15464], [-1.13315, 3.38275, 25.78208], [-0.85781, 2.43171, 24.46011], [6.20612, -0.49193, 22.92321], [5.98340, -0.83519, 21.76909], [7.03524, -1.09416, 23.77871], [5.65718, 0.60979, 23.39916], [7.30020, -0.71836, 24.69287], [7.41082, -1.98993, 23.55561], [6.00958, 1.08863, 24.22319], [5.39360, 1.28190, 22.67657], [1.92333, 5.66266, 18.16849], [0.81310, 5.25037, 19.11792], [0.16931, 3.98904, 18.65634], [2.36410, 6.94900, 18.62457], [1.50103, 5.77171, 17.16541], [2.65221, 4.83899, 18.24335], [0.04168, 6.05273, 19.20366], [1.19552, 5.12939, 20.12020], [-0.56496, 3.96755, 19.30701], [2.72114, 6.78832, 19.52332], [-0.06673, 6.66667, 26.47792], [0.88667, 5.56239, 25.92919], [0.21784, 4.75708, 25.01209], [-1.34212, 6.06198, 26.86082], [-0.38275, 7.24839, 25.58133], [0.41439, 7.28756, 27.25045], [1.15025, 4.96816, 26.80406], [1.75823, 6.04777, 25.51897], [0.82633, 4.11606, 24.59242], [-1.36917, 6.11036, 27.83156], [5.48169, 3.86558, 21.42884], [4.93143, 5.19895, 20.97094], [4.72107, 6.10201, 22.10575], [4.61401, 3.27346, 22.41687], [6.40174, 4.02708, 21.97139], [5.72426, 3.24778, 20.56736], [3.98468, 5.12443, 20.48560], [5.69141, 5.71395, 20.38105], [3.83337, 6.53916, 22.01221], [4.35639, 4.04544, 22.96472], [0.73413, 1.87600, 30.04060], [1.90177, 2.36596, 29.14751], [3.12581, 1.65333, 29.30776], [0.55977, 0.54145, 29.70884], [-0.07316, 2.55835, 29.75178], [1.03088, 1.91874, 31.08936], [2.05437, 3.45443, 29.25884], [1.51166, 2.25954, 28.13158], [3.21260, 0.86717, 28.72263], [-0.09218, 0.09739, 30.25395], [3.32973, -0.00858, 18.05378], [4.15754, 0.01884, 19.33071], [4.15857, -1.28527, 19.86861], [1.88723, -0.32958, 18.32064], [3.72856, -0.78479, 17.41118], [3.34317, 0.97932, 17.55683], [3.73904, 0.68549, 20.09651], [5.21037, 0.28895, 19.16024], [4.80948, -1.24916, 20.62010], [1.77087, -1.27589, 18.31096], [2.57526, -1.66211, 25.71159], [2.93177, -0.75219, 26.82351], [3.56428, -1.38487, 27.90752], [1.35400, -2.36894, 25.96184], [3.39939, -2.40780, 25.63563], [2.41963, -1.11302, 24.80063], [2.02058, -0.25408, 27.08716], [3.73694, -0.05751, 26.49501], [3.09435, -2.11727, 28.24786], [0.96006, -2.53141, 25.11349], [4.40079, 5.32713, 25.31667], [5.86433, 5.34793, 25.09592], [6.19468, 6.59696, 24.59801], [3.80449, 4.10243, 25.74625], [3.95826, 5.70293, 24.40031], [4.25934, 6.04574, 26.13345], [6.18119, 4.56327, 24.41541], [6.46617, 5.16970, 25.99766], [6.00717, 6.67796, 23.63113], [3.80385, 3.31533, 25.16328], [-2.97462, 9.29431, 20.48650], [-3.39185, 7.95561, 20.02650], [-2.39316, 6.98175, 19.89774], [-2.36523, 9.09407, 21.80439], [-3.87654, 9.90685, 20.56234], [-2.17709, 9.70398, 19.85183], [-3.88690, 8.07225, 19.05595], [-4.13537, 7.54253, 20.76916], [-2.30428, 6.53887, 20.77987], [-1.95058, 9.92679, 22.07184], [-2.39730, 2.20436, 20.59012], [-1.82159, 1.47573, 19.40433], [-0.67879, 0.77719, 19.81257], [-1.57521, 3.37175, 20.87605], [-2.28248, 1.55998, 21.47863], [-3.43346, 2.50518, 20.36757], [-1.64531, 2.22521, 18.64679], [-2.56951, 0.73500, 19.12313], [0.16612, 1.02428, 19.41477], [-2.14778, 4.00739, 21.35337], [1.26588, 1.70660, 22.40408], [2.07713, 1.42581, 23.63052], [1.33856, 0.73505, 24.66266], [0.31201, 2.65152, 22.61816], [0.74344, 0.75827, 22.16228], [1.92449, 1.89971, 21.54046], [2.39346, 2.35778, 24.07314], [2.95135, 0.82045, 23.33414], [0.44762, 0.49361, 24.38152], [-0.31449, 2.70643, 21.86370]], "e_lumo_ev": 0.0, "gap_ev": 9.15}

{"formula": "C6H9O2", "method": "ωB97M-V/def2-TZVPD", "species": ["O", "C", "O", "C", "C", "C", "C", "C", "H", "H", "H", "H", "H", "H", "H", "H", "H"], "positions_angstrom": [[2.74716, 0.58118, -0.20981], [3.64176, -0.14239, -0.70198], [4.83177, -0.25100, -0.37759], [0.58274, -0.05274, 1.59543], [-0.30667, -0.11951, 0.46545], [-1.29900, 0.79414, 0.23343], [-2.48857, 0.46706, -0.49952], [-2.89179, -0.71159, -0.97399], [1.48306, -0.66288, 1.62964], [0.29595, 0.53155, 2.44197], [-0.32432, -1.01233, -0.15458], [0.85234, 0.61261, 0.62097], [-1.10024, 1.81903, 0.55547], [-3.16169, 1.29723, -0.71608], [3.30894, -0.76125, -1.58067], [-3.80313, -0.76241, -1.54143], [-2.36831, -1.62671, -0.78668]], "e_lumo_ev": 3.6, "gap_ev": 7.65, "total_charge": -1, "e_above_lowest_kcal_mol": 74.1}

{"formula": "C9H9BrCl2F2", "method": "ωB97M-V/def2-TZVPD", "species": ["C", "C", "F", "F", "C", "Br", "C", "Cl", "C", "C", "C", "C", "Cl", "C", "H", "H", "H", "H", "H", "H", "H", "H", "H"], "positions_angstrom": [[-2.62341, -0.34191, 1.00225], [-1.11247, -0.11143, 0.70812], [-0.32574, -0.10576, 1.86624], [-0.93861, 1.22723, 0.29601], [-0.59899, -1.11908, -0.31193], [-0.82521, -2.84827, 0.36247], [0.93004, -0.86690, -0.84658], [0.83014, -1.83717, -2.39393], [1.10735, 0.52892, -1.30592], [2.12090, 1.22157, -0.81437], [3.07275, 0.76523, 0.22491], [2.87857, -0.47186, 0.70453], [4.11120, -1.13682, 1.73793], [1.97366, -1.47359, 0.11987], [-2.84685, -1.10281, 0.17194], [-3.19240, 0.53656, 0.85451], [-2.84843, -0.63907, 1.98534], [-1.23536, -1.06479, -1.32425], [0.41579, 0.84976, -2.09078], [2.26951, 2.14566, -1.35355], [3.89216, 1.36773, 0.51904], [2.60088, -2.16955, -0.48544], [1.78515, -2.10284, 0.92163]], "e_lumo_ev": 0.2, "smiles": "CC(F)(F)[C@H](Br)[C@@]1(Cl)C=CC=C(Cl)C1", "gap_ev": 8.90, "e_above_lowest_kcal_mol": 19.7}